(1)
95
Properties=species:S:1:pos:R:3 method="wB97M-V/def2-TZVPD" energy_ha=-20871.741744 orbital_gap_ev=5.739 homo_ev=-4.856 total_charge=-1
I 0.0778 4.1354 2.5895
Cl -3.6014 0.4576 4.1839
Cl -4.9265 -9.1445 -4.2660
Cl 4.4775 -0.4631 -4.7115
Cl -0.2874 7.9666 -1.2548
Cl -4.5127 -0.2518 -0.2188
Cl 8.8571 -10.6392 0.8285
Cl -4.9141 -6.0270 0.5403
Cl 6.7987 -12.6199 0.2766
Cl 4.4542 4.6704 4.7681
Cl -7.2333 -0.8940 0.5888
Cl 2.3810 -4.7963 -3.9308
Cl 1.7436 -0.9204 -0.2603
Cl -5.3169 -3.0288 0.1002
Cl 1.7026 3.8153 5.1669
Cl 5.6140 1.9102 -8.5207
Cl -0.8337 5.8328 7.0195
Cl 3.3253 -8.0914 1.4904
Cl 1.0535 -6.3909 -1.8922
Cl 7.9086 0.2974 -7.7472
Cl -5.9254 1.7395 7.3682
Cl 5.5391 -0.9789 -8.8528
Cl -6.1955 4.6365 7.4444
Cl -2.6625 2.9549 3.0083
Cl 3.8382 2.6299 6.7467
Cl -5.1093 1.7115 2.0341
Cl 1.2735 1.0119 1.8786
Cl -7.7144 -8.4305 -4.6885
Cl -0.6419 -1.1221 1.3890
Cl 6.1002 -10.1275 1.6032
Cl -2.5952 8.0159 6.2485
Cl -4.6247 3.3751 5.3453
Cl 4.3700 -1.6336 -2.0488
Cl -2.8205 6.8318 8.8963
Cl -7.0041 -11.1599 -3.9744
Cl 3.7177 -10.0357 -0.6384
Cl -3.0123 7.9704 -2.2685
Cl 0.9089 -3.4869 -1.7870
Cl 1.9063 -1.0958 -3.5056
Cl -6.8306 -8.1274 -0.0754
Cl 1.3501 -10.1806 1.0459
Cl -7.7197 -5.6806 1.2228
Cl -2.0341 10.2357 -0.7260
O 0.0384 2.3790 -3.3601
O -1.2074 2.7292 0.2327
O -2.0042 3.0712 -2.5936
O 4.2199 3.5136 -1.3903
O -0.6321 4.8688 0.8551
N 0.0059 3.8474 -1.4065
C 2.8913 5.5861 -1.1366
C -6.5970 -9.4496 -3.7704
C -6.0356 3.2160 6.3984
C -1.9527 8.4802 -0.9478
C 3.4437 4.2601 -0.4220
C -2.4526 6.5261 7.1921
C 6.1434 0.3564 -7.8614
C -0.6342 3.8209 -0.1109
C 3.2656 4.1004 5.9474
C -0.7455 3.0875 -2.4487
C 2.5260 -9.1034 0.2786
C 3.6034 -1.5733 -3.6431
C 7.3469 -11.3649 1.3980
C -3.4966 1.4228 2.7022
C -6.3952 -6.8415 1.0613
C 3.8469 2.1050 -1.3767
C 0.5221 -0.0134 0.6454
C 0.9856 -4.9002 -2.8466
C -5.8410 -1.4067 -0.3782
C 1.8896 5.3056 -2.3600
C 0.3293 5.2167 -1.9026
H 5.7321 0.2515 -6.8594
H 4.1917 4.6100 0.3917
H 1.9490 6.2276 -3.0600
H 3.8139 6.1325 -1.5728
H 2.3881 6.3225 -0.3975
H -0.0149 0.6314 -0.0513
H -6.1431 -1.4387 -1.4232
H -6.9239 3.1494 5.7732
H -0.2739 5.4295 -2.8682
H -3.1756 5.8074 6.8092
H 3.6440 -2.5688 -4.0776
H 0.0822 -4.9232 -3.4532
H 2.6419 3.6485 0.1132
H -6.6925 -9.1982 -2.7149
H 0.0968 6.0793 -1.1876
H 3.0148 1.9143 -2.1576
H 2.2099 4.4114 -2.9989
H 4.7660 1.4962 -1.7233
H -2.2939 8.0030 -0.0310
H -2.9177 0.8618 1.9695
H 3.5113 1.7409 -0.3419
H 1.9943 -8.4531 -0.4130
H 3.1346 4.8726 6.7029
H -6.2140 -7.2924 2.0350
H 7.5330 -11.8277 2.3651

***

(2)
13
Properties=species:S:1:pos:R:3 method="wB97M-V/def2-TZVPD" smiles=Nn1ncc(O)c1S energy_ha=-754.854553 orbital_gap_ev=8.234 homo_ev=-7.852 de_lowest_ev=5.021
S -2.0797 -0.8978 0.0653
O 0.6762 -1.1349 2.0672
N -0.2309 0.4538 -0.9190
N -1.1007 0.6894 -1.9000
N 1.1479 0.6254 -1.0348
C -0.5741 -0.2836 0.0832
C 0.6536 -0.5134 0.8753
C 1.5324 0.2249 0.2930
H -1.2506 1.6890 -1.6258
H 1.3574 -0.7952 2.7507
H -0.4652 0.6408 -2.7703
H 2.5725 0.1058 0.4488
H -2.2389 -0.8041 1.6665